[1]
Molecular formula: H3INOP
Method: DFT, wB97M-V/def2-TZVPD

Last column: natural (NBO) charge in e.
CARTESIAN COORDINATES (ANGSTROEM)
1 N -0.1749 -0.0157 -0.9870  -1.144
2 O 0.6969 1.0244 1.2260  -0.989
3 P 0.8062 0.0074 0.2194  1.807
4 I 2.2931 -1.8290 0.5784  -0.051
5 H 0.0754 -0.7880 -1.5942  0.380
6 H -2.0302 1.1051 0.1021  0.020
7 H -1.6665 0.4958 0.4553  -0.022

Results
- net charge = 0
- Kohn-Sham gap (eV) = 9.59
- DFT total energy (eV) = -20974.684
- ΔE to the lowest compared entry with this formula, charge and spin (kcal/mol) = 55.1



[2]
Molecular formula: H3IO3Si
Method: DFT, wB97M-V/def2-TZVPD

Last column: natural (NBO) charge in e.
CARTESIAN COORDINATES (ANGSTROEM)
1 O 0.4178 -0.7208 -1.2341  -1.146
2 Si -0.1766 0.1219 -0.0127  2.119
3 O -0.0390 -0.7923 1.3626  -1.114
4 O 0.5748 1.5523 0.0666  -1.127
5 I -2.6196 0.3272 -0.4170  -0.317
6 H 1.0721 -0.5798 -1.9239  0.534
7 H -0.2510 -1.7752 1.2036  0.518
8 H 1.0214 1.8667 0.9549  0.533

Results
- net charge = 0
- structure (SMILES) = O[Si](O)(O)I
- Kohn-Sham gap (eV) = 9.77
- DFT total energy (eV) = -22174.324
- ΔE to the lowest compared entry with this formula, charge and spin (kcal/mol) = 9.7



[3]
Molecular formula: H3N2O
Method: DFT, wB97M-V/def2-TZVPD

Last column: natural (NBO) charge in e.
CARTESIAN COORDINATES (ANGSTROEM)
1 N -0.8725 -0.0171 -0.1405  -0.750
2 N 0.4998 0.5851 -0.0658  -0.225
3 O 1.4589 -0.3822 0.0353  -0.854
4 H -0.8376 -0.8798 0.4355  0.294
5 H -0.7252 -0.4523 -1.1618  0.314
6 H 0.4768 1.1464 0.8973  0.220

Results
- net charge = -1
- structure (SMILES) = NN[O-]
- Kohn-Sham gap (eV) = 7.10
- DFT total energy (eV) = -5073.399
- ΔE to the lowest compared entry with this formula, charge and spin (kcal/mol) = 43.7



[4]
Molecular formula: H3N2O2P
Method: DFT, wB97M-V/def2-TZVPD

Last column: natural (NBO) charge in e.
CARTESIAN COORDINATES (ANGSTROEM)
1 N 1.5952 0.2512 -0.3272  -1.138
2 N -1.7872 0.0848 0.0133  0.525
3 O -1.5930 1.1810 -0.4635  -0.293
4 O -2.7483 -0.4861 0.3947  -0.241
5 P 0.7299 -1.1790 -0.3342  0.438
6 H 1.2269 0.8824 -0.9975  0.396
7 H 1.9831 0.6345 0.5360  0.402
8 H 0.5935 -1.3688 1.1785  -0.088

Results
- net charge = 0
- Kohn-Sham gap (spin up / spin down) (eV) = 7.18 / 7.88
- DFT total energy (eV) = -16407.427
- expectation value of S² = 2.006
- ΔE to the lowest compared entry with this formula, charge and spin (kcal/mol) = 51.6
- spin multiplicity = 3



[5]
Molecular formula: H3N2OS
Method: DFT, wB97M-V/def2-TZVPD

Last column: natural (NBO) charge in e.
CARTESIAN COORDINATES (ANGSTROEM)
1 N 2.1313 0.9152 0.9688  0.333
2 N 1.7889 0.0312 0.3249  -0.059
3 O 2.4828 1.6286 1.8720  -0.461
4 S 1.8804 -2.1937 1.3538  -0.896
5 H -4.8583 0.9276 -3.1459  0.003
6 H 1.3240 -1.7411 2.4614  0.083
7 H -4.7491 0.4322 -3.8349  -0.003

Results
- net charge = -1
- Kohn-Sham gap (spin up / spin down) (eV) = 6.30 / 6.29
- DFT total energy (eV) = -15909.111
- ΔE to the lowest compared entry with this formula, charge and spin (kcal/mol) = 51.0



[6]
Molecular formula: H3N3O
Method: DFT, wB97M-V/def2-TZVPD

Last column: natural (NBO) charge in e.
CARTESIAN COORDINATES (ANGSTROEM)
1 N -0.1510 -0.9268 -0.1788  -0.428
2 N -2.5670 -0.4849 -0.1707  0.195
3 N 0.5945 0.1249 -0.4828  -0.586
4 O -2.5781 0.6267 0.1794  -0.231
5 H 1.0844 -0.1297 -1.3343  0.386
6 H 0.8981 0.7316 0.2626  0.370
7 H -0.7632 -0.6610 0.5475  0.294

Results
- net charge = 0
- Kohn-Sham gap (spin up / spin down) (eV) = 8.37 / 8.26
- DFT total energy (eV) = -6561.533
- ΔE to the lowest compared entry with this formula, charge and spin (kcal/mol) = 88.9



Largest force on an atom readings, ordered: 0.044; 0.070; 0.063; 0.042; 0.058; 0.040 Eh/bohr